15 unconnected molecules or ions with the total composition C35H103N25O15 at a distorted geometry. Source: OMol25; level of theory: the ωB97M-V functional and the def2-TZVPD basis.

Output
Orbital gap: 0.2937 hartree
Energy relative to the best compared isomer or geometry (same formula, charge and spin): 148.7 kcal/mol
Net charge: 0

Each line ends with the Mulliken charge.
Cartesian coordinates (Å):
O  -2.1991  -1.3966  -11.5143  -0.618
O  -4.3062  5.3405  5.8095  -0.667
O  3.7816  -3.0455  -6.3258  -0.687
O  -1.2828  -1.2278  -2.0315  -0.355
O  -5.3971  -7.4917  -6.9556  -0.370
O  10.3647  -1.1636  1.6825  -0.498
O  3.0633  5.4671  -8.1629  -0.671
O  9.4407  5.5599  1.3608  -0.316
O  -2.9158  -9.4775  -0.8859  -0.604
O  -6.1046  4.2953  -7.9791  -0.654
O  -8.5211  0.2015  1.4741  -0.636
O  -7.1454  0.1797  10.3867  -0.240
O  -0.5372  7.9733  -1.5802  -0.664
O  -4.0246  -5.2426  6.1028  -0.674
O  3.9747  5.2420  7.1461  -0.644
N  -5.5390  -3.7241  6.7573  -0.366
N  2.8645  -4.7005  -5.0169  -0.386
N  -5.8871  6.8064  5.0821  -0.399
N  -6.3491  4.7064  5.3293  -0.397
N  6.8908  7.3109  -0.6994  -0.764
N  -4.2692  0.9080  9.6162  -0.732
N  9.1558  -1.8293  1.7962  0.365
N  -1.8071  0.8233  0.9958  -0.742
N  -1.2488  -3.0978  -12.5846  -0.403
N  -6.3644  -4.4583  -6.8401  -0.643
N  3.5623  4.3001  -6.2706  -0.359
N  -2.6860  8.2287  -1.0775  -0.406
N  -3.5901  -7.7996  0.3123  -0.392
N  -4.9565  -5.1481  8.1621  -0.397
N  -0.1055  -1.9496  -11.2496  -0.446
N  -4.4486  3.1767  -8.9820  -0.368
N  2.2754  3.8238  7.0832  -0.400
N  -2.0617  7.0670  -2.8534  -0.399
N  1.8057  5.9217  7.0109  -0.371
N  -1.6497  -8.6966  0.7346  -0.364
N  -6.2348  2.1443  -8.5084  -0.399
N  -8.4310  2.0624  0.1902  -0.409
N  2.9636  3.2015  -8.0429  -0.334
N  -9.9699  0.6390  -0.0719  -0.339
N  4.6372  -5.1489  -6.1713  -0.404
C  10.0420  -3.5706  0.1187  -1.737
C  8.8408  -0.9770  4.1199  -2.056
C  6.5941  5.7228  0.9833  -1.516
C  7.4565  -2.9112  3.3560  -1.104
C  -1.7011  7.7314  -1.8080  0.683
C  8.8622  -2.2534  3.2173  1.336
C  -6.2743  1.2121  10.9743  -0.863
C  -8.5601  0.4075  10.2802  -0.761
C  3.7609  -4.2117  -5.8158  0.620
C  -3.8906  1.8474  11.8327  -1.383
C  -1.2440  -2.0235  -11.8350  0.654
C  8.9028  -2.6271  0.6140  1.675
C  -5.6050  3.2879  -8.4226  0.642
C  -4.1134  -6.9452  -6.7113  -0.615
C  0.3735  0.2748  0.4183  -1.335
C  8.9565  6.1343  0.2221  -0.813
C  8.7520  -1.6740  -0.5249  -2.099
C  7.3401  -4.0692  2.3399  -0.718
C  -7.0773  -5.6525  -7.2099  0.691
C  7.5316  6.7206  0.4715  0.719
C  -1.4333  -0.2385  -3.0913  -0.725
C  3.1760  4.3976  -7.5156  0.647
C  -8.3401  -5.2005  -8.0322  -1.269
C  -4.7445  0.8693  10.9662  0.470
C  -8.9642  0.9352  0.6391  0.631
C  -1.0704  0.4432  -0.1896  0.452
C  9.6903  6.4796  2.4846  -0.718
C  -1.7451  -0.7913  -0.7563  -0.768
C  -5.4621  5.6083  5.4643  0.646
C  -2.7255  -8.7365  -0.0002  0.618
C  -4.7956  -4.7460  6.9337  0.641
C  10.0327  -3.0879  3.6674  -1.610
C  7.5716  -3.3589  0.8778  -1.271
C  -6.2954  -6.7691  -7.8634  -0.844
C  2.7776  5.0334  7.1221  0.639
H  -2.8346  -0.7731  -0.7831  0.408
H  -5.7198  1.3011  -8.7179  0.156
H  -2.3825  8.8177  -0.3152  0.217
H  -6.8917  6.9089  5.1024  0.175
H  1.0407  0.0228  -0.4060  0.298
H  -5.2819  7.6034  4.9449  0.206
H  8.9714  5.4109  -0.5932  0.293
H  -1.2971  6.9508  -3.5031  0.232
H  3.6727  5.1301  -5.7058  0.217
H  6.7093  -2.1179  3.3756  0.406
H  0.4140  -2.8057  -11.1179  0.203
H  9.7761  6.7861  -0.0804  0.327
H  -6.2236  -3.4168  7.4334  0.190
H  -5.9763  3.7794  5.1820  0.244
H  6.7318  -2.8050  0.4585  0.454
H  4.3741  -6.0665  -5.8413  0.178
H  -0.4277  -3.6810  -12.6605  0.164
H  2.9264  3.0516  7.0806  0.212
H  9.9158  -4.0541  -0.8500  0.437
H  -7.2241  4.9225  4.8735  0.191
H  6.5035  4.8587  0.3252  0.348
H  -5.4588  -4.5589  -6.4043  0.169
H  -6.9647  -3.8281  -6.3277  0.221
H  3.6250  3.4057  -5.8054  0.161
H  -2.3799  0.2960  -3.0119  0.341
H  -3.7141  -6.5068  -7.6260  0.313
H  0.7330  1.2091  0.8496  0.444
H  -3.9225  4.0348  -9.0648  0.234
H  9.9719  -0.2901  1.7489  0.405
H  10.8833  -2.4126  3.7588  0.391
H  10.0518  5.7668  3.2257  0.232
H  -0.6491  0.5074  -3.2207  0.257
H  9.7648  -0.4139  3.9886  0.484
H  -4.0151  2.8652  11.4632  0.281
H  -8.9801  -6.0755  -7.9179  0.350
H  2.2898  -3.9677  -4.6259  0.240
H  -4.3728  2.2927  -9.4646  0.185
H  -4.7846  -0.1675  11.3000  0.310
H  -10.0827  1.2593  -0.8610  0.148
H  0.4397  -0.5071  1.1747  0.347
H  -4.1823  1.8525  12.8830  0.380
H  2.9943  -5.5826  -4.5425  0.195
H  -4.9350  1.4950  9.1343  0.271
H  -3.6553  8.0707  -1.3133  0.164
H  8.0956  -0.2548  3.7867  0.457
H  7.0523  5.1439  1.7851  0.354
H  -4.5555  0.0267  9.2145  0.316
H  -1.6365  -7.9542  1.4192  0.161
H  9.7640  -3.5394  4.6224  0.409
H  -3.3954  -7.6866  -6.3609  0.260
H  -7.4220  -6.0069  -6.2385  0.190
H  2.0590  6.8899  6.8747  0.216
H  7.8873  -1.0488  -0.3024  0.484
H  -4.6724  -6.1086  8.2917  0.202
H  -6.5101  1.5193  11.9932  0.364
H  -1.4863  -1.5869  -0.0576  0.292
H  6.3194  -4.4491  2.3842  0.411
H  -1.3268  -0.8031  -4.0176  0.260
H  -5.7799  -6.5952  -8.8079  0.421
H  10.3817  -3.8747  2.9986  0.303
H  -3.4916  -6.9555  0.8581  0.179
H  -1.3574  1.6311  1.4025  0.274
H  5.2261  -4.9173  -6.9584  0.243
H  7.3542  -3.3860  4.3318  0.413
H  10.2196  -4.3133  0.8966  0.379
H  0.8515  5.6053  6.9133  0.168
H  -3.0497  6.9455  -3.0237  0.172
H  10.4698  7.1907  2.2108  0.327
H  8.7433  -1.2131  5.1796  0.382
H  8.1185  -4.8053  2.5406  0.338
H  -0.0722  -1.3011  -10.4759  0.235
H  -8.1695  -5.0891  -9.1030  0.310
H  -4.5231  -7.9711  -0.0345  0.201
H  -8.8055  1.1783  9.5497  0.314
H  -1.1630  1.3079  -0.8468  0.266
H  9.6101  -1.0400  -0.7479  0.380
H  8.5775  -2.1503  -1.4897  0.428
H  -2.1103  -3.3498  -13.0475  0.210
H  10.9845  -3.0391  -0.0123  0.372
H  -6.4292  2.1106  10.3770  0.363
H  -7.5555  2.3023  0.6331  0.223
H  5.6580  6.1829  1.2996  0.427
H  2.7291  2.9749  -8.9988  0.201
H  8.8664  7.0098  2.9623  0.297
H  -8.6712  2.5313  -0.6715  0.177
H  -8.8749  -4.4138  -7.5001  0.369
H  -4.2668  -6.0922  -6.0503  0.168
H  -5.3095  -4.6809  8.9850  0.183
H  -0.9016  -9.3751  0.7216  0.201
H  7.5126  7.5815  1.1398  0.245
H  5.9031  7.4313  -0.5259  0.261
H  7.3081  8.2279  -0.6279  0.298
H  -7.1504  1.9770  -8.1162  0.204
H  -7.0404  -7.5175  -8.1335  0.280
H  -2.8228  1.6335  11.8803  0.362
H  -8.9778  -0.5126  9.8715  0.246
H  1.3039  3.6572  7.3037  0.180
H  -10.5876  -0.1326  0.1361  0.204
H  -9.1389  0.6727  11.1650  0.298
H  7.5406  -4.2594  0.2644  0.383
H  3.2026  2.4564  -7.4043  0.138
H  -1.6606  0.0938  1.6788  0.286
H  -5.6247  -3.4697  5.7837  0.223

Cartesian forces (eV/Å) of the 6 atoms listed first:
O -2.807 2.577 -0.184
O -0.377 0.468 -0.146
O -0.324 -2.510 1.699
O 0.417 1.281 -0.647
O -0.697 -0.180 -0.578
O 0.370 0.781 0.418



A molecular structure, C20H48O12P2Si2 at a distorted geometry. Source: OMol25; level of theory: the ωB97M-V functional and the def2-TZVPD basis.

Output
Orbital gap: 0.3110 hartree
Net charge: 0

Each line ends with the Mulliken charge.
Cartesian coordinates (Å):
P  -0.4986  -2.6806  2.4088  0.050
P  4.5167  -3.0306  -1.2208  0.006
Si  3.8447  -1.9453  0.6059  -0.004
Si  1.6182  -1.8882  2.4430  -0.127
O  -4.5492  8.9193  -3.4763  -0.546
O  4.9293  -2.2649  1.8091  -0.269
O  -1.5350  -1.3789  2.5613  -0.473
O  3.8529  -0.3316  0.2148  -0.617
O  -7.6480  3.6689  -2.6339  -0.293
O  -3.5767  8.5580  -5.4857  -0.323
O  2.3291  -2.4599  1.0113  0.371
O  0.9974  -5.1482  4.4150  -0.362
O  -0.3488  1.2326  -0.3521  -0.480
O  -5.9378  2.2145  -2.3559  -0.548
O  -5.2847  7.3561  -4.9350  -0.321
O  -5.7006  4.4521  -2.1292  -0.260
C  -4.3157  4.2480  -1.8347  -0.799
C  1.6652  -0.0188  2.6413  -0.596
C  -1.6975  0.8636  -0.2383  -0.456
C  -8.5053  2.5598  -2.9159  -0.648
C  0.6411  0.7774  1.8036  -0.855
C  5.6594  -1.1678  2.3793  -0.091
C  4.4575  -5.4687  0.1646  -0.907
C  -6.3132  7.0080  -3.9999  -0.460
C  2.0332  -5.1226  3.4541  -0.490
C  -4.4799  8.3353  -4.5274  0.802
C  0.5211  0.3381  0.3682  0.383
C  -0.7468  -3.2499  0.6686  -0.816
C  6.8091  -0.6848  1.4974  -1.255
C  -6.3833  3.3317  -2.3701  0.740
C  3.8129  -4.7261  -1.0033  -0.602
C  -0.0286  -6.0552  4.0640  -0.766
C  3.0214  -4.0461  3.8017  -0.672
C  2.4594  -2.6325  3.9671  -0.983
C  -2.6391  9.5917  -5.1803  -0.627
C  3.5429  -2.3268  -2.6398  -1.080
H  -1.9728  9.6649  -6.0348  0.217
H  1.6785  -2.6787  4.7226  0.655
H  -6.8860  6.2027  -4.4497  0.168
H  4.2006  -2.0081  -3.4323  0.364
H  -4.1981  3.6438  -0.9375  0.283
H  0.9740  1.8100  1.7726  0.464
H  -2.0487  0.8668  0.7928  0.195
H  0.3444  -6.8165  3.3851  0.352
H  -2.0624  9.3383  -4.2928  0.291
H  -0.6310  -4.3241  0.6983  0.318
H  1.4395  0.1615  3.6903  0.673
H  -3.8845  5.2302  -1.6618  0.349
H  2.7411  -4.6384  -0.8452  0.248
H  2.6549  0.4001  2.4934  0.281
H  -0.3966  -6.5544  4.9541  0.275
H  -1.9577  -1.4041  3.4313  0.309
H  3.9622  -5.2919  -1.9142  0.518
H  -3.8087  3.7786  -2.6753  0.341
H  5.4261  -5.8350  -0.1481  0.378
H  -5.8840  6.6583  -3.0682  0.179
H  -0.0327  -2.8248  -0.0237  0.010
H  2.9200  -3.1156  -3.0463  0.369
H  -9.4903  2.9740  -3.1096  0.220
H  3.8299  -6.3191  0.4089  0.334
H  -0.8618  -5.5340  3.5985  0.219
H  -2.3083  1.5654  -0.7914  0.195
H  4.4617  -0.1997  -0.5341  0.327
H  3.8545  -4.0598  3.1100  0.054
H  -3.1482  10.5426  -5.0361  0.292
H  3.2214  -1.9584  4.3461  0.488
H  6.7920  -1.1537  0.5236  0.263
H  -6.9702  7.8570  -3.8190  0.336
H  4.9896  -0.3492  2.6076  0.133
H  -8.1596  2.0211  -3.7959  0.300
H  3.4396  -4.3446  4.7613  0.597
H  -8.5568  1.8877  -2.0619  0.301
H  4.5352  -4.8489  1.0493  0.014
H  1.6623  -5.0267  2.4288  0.253
H  -1.8916  -0.1305  -0.6483  0.234
H  6.6812  0.3774  1.3163  0.340
H  6.0699  -1.5078  3.3222  0.519
H  1.4747  0.3950  -0.1384  0.071
H  -0.3121  0.7925  2.3091  0.186
H  -1.7419  -2.9980  0.3230  0.416
H  0.1043  -0.6636  0.2615  -0.059
H  2.8887  -1.5220  -2.3295  0.248
H  7.7714  -0.8147  1.9706  0.306
H  2.5636  -6.0731  3.5360  0.547

Cartesian forces (eV/Å) of the 6 atoms listed first:
P -0.526 -0.881 0.531
P 0.945 -0.111 -0.353
Si -0.245 -0.888 -0.866
Si 0.074 -0.035 0.089
O 0.018 -0.032 -0.068
O -0.386 0.611 -0.077



What are the E values for these records? In order: -105926.959; -80426.200 eV.
What are the HOMO values for these records? In order: -7.96; -7.86 eV.